# 1
DFT (ωB97M-V with the def2-TZVPD basis set) results for 2 unconnected molecules or ions with the total composition C6H13N2 in a non-equilibrium geometry.

Kohn-Sham gap: 9.09 eV
Molecular weight: 113.2 g mol⁻¹
DFT total energy: -9405.254 eV
Net charge: +1
Energy above the lowest of the compared OMol25 structures with the same formula, charge and spin: 37.2 kcal per mole

Last column: natural (NBO) charge in e.
Geometry (Å):
C (1.83053, -0.37461, 2.44924)  -0.343
C (1.78221, -1.00552, 1.24399)  -0.284
C (1.02020, -2.22437, 0.95638)  -0.277
C (0.92519, -2.89907, -0.20328)  -0.346
H (1.27243, -0.77288, 3.31028)  0.210
H (2.39218, 0.53784, 2.51566)  0.217
H (2.29625, -0.50814, 0.40030)  0.206
H (0.57210, -2.60104, 1.87194)  0.210
H (0.39832, -3.84688, -0.17348)  0.224
H (1.53241, -2.60093, -1.05387)  0.208
C (-1.49070, 2.51593, -2.35491)  -0.402
N (-0.97284, 0.27743, 0.47881)  -0.734
C (-0.79414, 1.27734, -0.33620)  0.396
N (-1.71825, 1.69917, -1.13948)  -0.502
H (-1.68829, 1.84439, -3.19438)  0.227
H (-0.46391, 2.83434, -2.33822)  0.226
H (-2.29595, 3.27830, -2.35249)  0.238
H (-1.93444, -0.09735, 0.58619)  0.415
H (-0.18992, -0.30320, 0.81430)  0.469
H (0.16023, 1.79028, -0.35073)  0.226
H (-2.63359, 1.17895, -1.13005)  0.414

Cartesian forces (eV/Å) of the 2 atoms listed first:
-0.709 -1.271 -1.351
0.326 1.201 0.143



# 2
DFT (ωB97M-V with the def2-TZVPD basis set) results for a molecular structure, C4H12IN2 in a non-equilibrium geometry.

Kohn-Sham gap: 9.19 eV
Molecular weight: 215.1 g mol⁻¹
DFT total energy: -15413.041 eV
Net charge: +1
Energy above the lowest of the compared OMol25 structures with the same formula, charge and spin: 93.1 kcal per mole

Last column: natural (NBO) charge in e.
Geometry (Å):
C (1.62768, 2.29616, -0.81740)  -0.604
C (1.82062, 0.79436, -0.99265)  -0.383
C (0.87531, -0.27975, -0.41626)  -0.493
C (-0.34939, -0.40798, -1.25413)  0.231
N (-2.11339, -1.86426, 1.71876)  -1.001
N (-1.45681, -0.78564, -0.70309)  -0.686
I (-1.42071, -1.03838, 3.32689)  0.931
H (0.60187, 2.56606, -1.19159)  0.199
H (1.89511, 2.56665, 0.15514)  0.208
H (2.15357, 2.79194, -1.59475)  0.229
H (1.63587, 0.75158, -2.12479)  0.196
H (2.85468, 0.62963, -0.73567)  0.218
H (0.54737, -0.13178, 0.56120)  0.196
H (1.44945, -1.14720, -0.31147)  0.250
H (-0.31371, -0.19032, -2.33885)  0.192
H (-1.65938, -2.73031, 1.83096)  0.375
H (-1.86229, -1.34178, 0.75888)  0.443
H (-2.13944, -0.96319, -1.45600)  0.375
H (-2.88784, -1.05476, 4.03600)  0.124

Cartesian forces (eV/Å) of the 2 atoms listed first:
-2.623 -1.132 -1.381
-0.485 0.564 -2.336



# 3
DFT (ωB97M-V with the def2-TZVPD basis set) results for a molecular structure, C33H39IN3O3SbV in a non-equilibrium geometry.

<S²>: 2.053
Kohn-Sham gap (alpha / beta): 6.83 / 6.99 eV
Molecular weight: 825.3 g mol⁻¹
DFT total energy: -85786.819 eV
2S+1: 3
Net charge: +1
Energy above the lowest of the compared OMol25 structures with the same formula, charge and spin: 49.6 kcal per mole

Last column: Löwdin spin population.
Geometry (Å):
V (0.73743, -0.11088, 0.61140)  2.042
C (-1.61380, -2.75152, 3.48869)  0.000
C (-2.04852, -1.31824, 3.46827)  -0.002
N (-3.06052, -0.94463, 4.21309)  0.005
C (-3.47369, 0.33722, 4.19684)  0.005
C (-2.87274, 1.32166, 3.45343)  0.007
C (-3.43280, 2.73133, 3.49601)  0.001
O (-4.25336, 2.97664, 4.61248)  0.000
C (-1.76963, 0.95262, 2.63656)  0.006
C (-1.02852, 1.95628, 1.92402)  0.026
N (-0.01430, 1.74399, 1.15249)  0.002
C (0.67585, 2.87475, 0.62133)  0.003
C (0.06359, 3.72372, -0.29214)  -0.001
C (0.76564, 4.79982, -0.81250)  0.000
C (2.07770, 5.02730, -0.42100)  -0.001
C (2.69542, 4.17847, 0.48652)  0.001
C (1.99507, 3.10056, 0.99990)  0.001
I (2.90213, 1.78577, 2.34521)  0.018
C (-1.36714, -0.39869, 2.62623)  0.004
O (-0.39234, -0.85544, 1.88012)  0.010
H (-2.30005, -3.32212, 4.10789)  0.000
H (-0.60358, -2.84356, 3.89364)  0.000
H (-1.59173, -3.16678, 2.47941)  0.000
H (-4.32608, 0.57375, 4.81824)  0.000
H (-4.07564, 2.88637, 2.62532)  0.000
H (-2.63435, 3.47848, 3.43956)  0.000
H (-3.72342, 2.93468, 5.41610)  0.000
H (-1.30506, 2.99417, 2.09348)  0.000
H (-0.95868, 3.52538, -0.58974)  0.000
H (0.28672, 5.46150, -1.52130)  0.000
H (2.62725, 5.86818, -0.82180)  0.000
H (3.71915, 4.35285, 0.78787)  0.000
C (-3.43955, 2.04312, -0.70085)  0.000
Sb (-2.73000, 0.01355, -0.57771)  -0.001
C (-3.52613, -0.58432, -2.47636)  -0.001
C (-4.36447, -0.70944, 0.60461)  0.000
H (-4.50167, 2.05376, -0.94295)  0.000
H (-2.90155, 2.58191, -1.48105)  0.000
H (-3.29784, 2.55916, 0.24982)  0.000
H (-4.51018, -0.14017, -2.61806)  0.000
H (-3.62192, -1.66902, -2.51586)  0.000
H (-2.86664, -0.25895, -3.27940)  0.000
H (-5.31439, -0.44565, 0.14124)  0.000
H (-4.32047, -0.27675, 1.60357)  0.000
H (-4.30221, -1.79360, 0.69554)  0.000
C (5.01252, 1.67903, -1.93055)  -0.009
C (3.65049, 1.90277, -2.03414)  0.002
C (2.75555, 1.00667, -1.46460)  -0.006
C (3.21751, -0.10498, -0.76278)  -0.002
C (4.59251, -0.32712, -0.65985)  -0.009
C (5.47707, 0.55736, -1.24810)  0.002
N (2.28749, -0.90854, -0.07952)  -0.090
C (2.47193, -2.30469, -0.00074)  -0.005
C (2.13605, -2.98071, 1.17041)  -0.007
C (2.20944, -4.36614, 1.21942)  0.001
C (2.64548, -5.08321, 0.11687)  -0.008
C (3.00782, -4.40761, -1.04345)  0.001
C (2.91632, -3.02892, -1.10989)  -0.009
H (5.71365, 2.36489, -2.38636)  0.000
H (3.27643, 2.76303, -2.57419)  0.000
H (1.68640, 1.15309, -1.59811)  0.001
H (4.95364, -1.18537, -0.10796)  0.000
H (6.54136, 0.37957, -1.16760)  0.000
H (1.82509, -2.41770, 2.04341)  0.001
H (1.94252, -4.88333, 2.13162)  0.000
H (2.71609, -6.16135, 0.16153)  0.000
H (3.35778, -4.96255, -1.90429)  0.000
H (3.18116, -2.50049, -2.01759)  0.000
C (-0.08095, -2.84020, -3.33572)  0.000
C (-0.08818, -1.57788, -4.19809)  0.000
C (0.57066, -0.57568, -3.27021)  0.001
O (0.08679, -0.90505, -1.95564)  0.009
C (-0.31700, -2.29500, -1.93157)  0.001
H (0.89033, -3.33420, -3.39235)  0.000
H (-0.84400, -3.55983, -3.62614)  0.000
H (-1.10974, -1.27286, -4.42850)  0.000
H (0.45462, -1.69497, -5.13412)  0.000
H (0.30788, 0.46273, -3.47436)  0.000
H (1.66009, -0.67525, -3.29824)  0.000
H (-1.37119, -2.33632, -1.65071)  0.000
H (0.26340, -2.82642, -1.17609)  0.000

Cartesian forces (eV/Å) of the 2 atoms listed first:
-0.269 -0.499 -1.268
0.009 0.028 0.005